Entry 1:
DFT (ωB97M-V/def2-TZVPD) results for an isolated molecule of C4H3PS in a non-equilibrium geometry.

The calculation puts the maximum force at 2.48 eV Å⁻¹. For the energy relative to the best compared isomer or geometry (same formula, charge and spin), the calculation gives 74.5 kcal per mole. Its highest occupied orbital energy (alpha / beta) is -8.42 / -8.43 eV. The value obtained for the gap between HOMO and LUMO (alpha / beta) is 6.19 / 6.19 eV. The SMILES is S=C=C=P1=CC1.

Last column: Mulliken charge in e.
CARTESIAN COORDINATES (ANGSTROEM)
C: 2.7535 0.3542 -0.6633  -0.176
C: 2.6522 1.5754 -0.4893  0.155
C: 0.0459 -0.1544 -0.4688  -0.493
C: 0.5521 0.0997 0.8601  -0.297
P: 1.7532 -0.9288 -0.0018  0.110
S: 1.8670 2.4843 0.5974  -0.155
H: -0.7134 -0.8324 -0.5850  0.319
H: 0.2032 0.6700 -1.0891  0.258
H: 0.0117 -0.3869 1.5993  0.279

Force components x, y, z for each atom (eV/Å):
C 0.0 -0.2 0.0
C 0.0 -1.0 0.1
C 1.6 0.8 1.7
C 0.9 1.5 -1.2
P 1.5 -0.3 -0.9
S -1.0 0.1 0.6
H -2.2 -1.0 -0.5
H 0.1 0.7 -1.6
H -0.9 -0.6 1.9

=====

Entry 2:
DFT (ωB97M-V/def2-TZVPD) results for a cluster of 5 separate species, C24H24ClO8 in total in a non-equilibrium geometry.

The calculation puts the maximum force at 18.11 eV Å⁻¹. As for the charge: -1. For the energy relative to the best compared isomer or geometry (same formula, charge and spin), the calculation gives 27.9 kcal per mole. Its highest occupied orbital energy is -5.34 eV. The value obtained for the gap between HOMO and LUMO is 7.47 eV.

Last column: Mulliken charge in e.
CARTESIAN COORDINATES (ANGSTROEM)
Cl: -5.6161 29.2565 55.3815  -0.879
C: -3.8469 24.8366 52.8675  -0.603
C: -4.4841 24.0237 51.7416  -0.660
C: -5.9535 23.9869 51.7149  0.503
C: -6.7034 24.8536 52.5324  -0.805
C: -6.0261 25.6480 53.4374  -0.642
C: -4.6385 25.6368 53.6715  0.099
O: -4.1571 26.4686 54.6741  -0.420
O: -6.6640 23.2165 50.8113  -0.576
H: -2.8729 24.5987 53.0372  0.514
H: -4.0601 23.4249 50.9955  0.451
H: -7.6867 24.8767 52.5455  0.673
H: -6.6119 26.2708 53.7912  1.015
H: -4.6049 27.2710 54.6258  0.093
H: -7.1470 23.6652 50.1026  0.318
C: -9.5837 25.4817 56.8293  -0.788
C: -8.4108 26.3804 57.0707  0.124
C: -7.1867 25.8568 57.5878  0.290
C: -7.0943 24.5298 57.7906  -0.244
C: -8.0981 23.6604 57.5784  -0.467
C: -9.3476 24.0375 57.0225  0.526
O: -10.3139 23.1088 56.8276  -0.555
O: -6.0831 26.6894 57.8974  -0.428
H: -10.4198 25.9960 56.4633  0.511
H: -8.3100 27.4711 56.6810  0.058
H: -6.0608 23.9829 58.3057  0.082
H: -7.9842 22.6415 57.8090  0.443
H: -11.2017 23.5124 56.9147  0.323
H: -6.2061 27.1659 57.2853  0.113
C: -11.9351 29.1714 55.7384  -0.732
C: -10.7456 29.9421 56.0063  -0.325
C: -9.6488 29.8828 55.2308  0.433
C: -9.6404 29.0705 54.0599  -0.374
C: -10.7584 28.2331 53.7999  -0.574
C: -11.9279 28.3267 54.6354  0.482
O: -13.0373 27.5115 54.3608  -0.625
O: -8.5446 30.5425 55.4029  -0.451
H: -12.6552 28.9237 56.3319  0.544
H: -10.5466 30.7096 56.8678  0.206
H: -8.9083 29.0628 53.3535  0.578
H: -10.8201 27.5268 53.0010  0.370
H: -13.4055 27.4117 53.3281  0.340
H: -7.7481 30.2152 55.1231  0.079
C: -4.4838 33.9840 54.0491  -0.734
C: -4.5596 32.5181 54.1118  -0.228
C: -3.3190 31.7238 53.9389  0.473
C: -2.1103 32.5194 53.8415  -0.494
C: -2.0285 33.8745 53.9391  -0.221
C: -3.2461 34.6590 53.9246  0.132
O: -3.1387 35.9958 54.2968  -0.522
O: -3.2926 30.3491 54.0264  -0.328
H: -5.3360 34.3957 54.2575  0.613
H: -5.5068 31.9749 54.0351  0.301
H: -1.2216 31.7577 53.9160  0.203
H: -1.1247 34.4778 54.0075  0.334
H: -2.6200 36.4074 53.6052  0.336
H: -4.1178 29.9419 54.2572  0.119

Force components x, y, z for each atom (eV/Å):
Cl -0.6 -0.4 -0.1
C -3.8 -2.2 -3.1
C -3.9 2.3 3.8
C 1.9 1.6 -0.3
C 6.3 -0.9 0.2
C 4.4 -5.3 -4.0
C -0.7 0.6 0.0
O 1.8 -3.7 -1.0
O 0.4 -1.1 -0.5
H 2.8 0.1 0.5
H 1.4 -0.7 -0.5
H -4.6 0.1 -0.3
H -4.9 6.1 4.5
H -1.6 2.8 0.3
H 0.4 0.4 0.6
C 5.2 -0.8 1.0
C -0.2 -0.7 -0.8
C -0.7 1.7 0.1
C 4.4 -2.8 2.7
C -2.9 -0.2 -1.5
C 0.4 4.1 0.8
O -1.0 -0.3 0.1
O 0.2 -11.8 12.1
H -1.4 0.0 -0.6
H -0.9 -1.8 1.0
H -2.9 2.1 -1.7
H 0.2 -1.2 0.2
H 0.9 -0.2 -0.2
H -1.1 12.2 -13.4
C 5.5 0.4 -4.0
C -1.3 1.4 2.8
C 0.5 -2.6 -4.0
C -4.8 -1.9 1.5
C -0.4 1.7 1.7
C 1.4 0.0 -1.8
O -1.5 -0.5 -2.8
O -2.0 4.4 3.2
H -4.5 -0.2 4.1
H -1.1 -1.8 -1.2
H 2.4 0.1 -1.4
H 0.3 -0.2 -0.6
H 2.3 0.9 4.1
H 3.4 -2.1 -1.3
C 5.5 -4.7 -0.8
C 3.0 0.2 -1.8
C -2.4 2.3 0.9
C 0.9 -4.8 0.8
C -2.1 1.7 -0.8
C 0.0 -2.4 1.9
O -0.4 0.0 -0.7
O 2.8 2.7 -1.3
H -4.7 3.1 0.8
H 0.2 0.4 0.6
H -1.1 2.1 -0.4
H 0.2 -0.6 0.0
H 0.2 0.4 0.0
H -1.7 -0.2 0.7

=====

Entry 3:
DFT (ωB97M-V/def2-TZVPD) results for a cluster of 2 separate species, C6H10NO in total in a non-equilibrium geometry.

The calculation puts the maximum force at 2.18 eV Å⁻¹. As for the charge: +1. For the energy relative to the best compared isomer or geometry (same formula, charge and spin), the calculation gives 82.4 kcal per mole. Its highest occupied orbital energy is -14.86 eV. The value obtained for the gap between HOMO and LUMO is 11.11 eV.

Last column: Mulliken charge in e.
CARTESIAN COORDINATES (ANGSTROEM)
C: 0.2917 3.1154 0.1295  -0.860
C: 0.2316 1.8517 -0.0273  0.725
C: 3.0101 -0.5312 -0.3952  -0.501
C: 1.9976 -1.1593 -0.5739  -0.524
C: -1.1126 -1.3847 0.6209  -1.301
C: -1.2781 -0.0173 -0.0110  0.135
N: 0.0982 0.6236 -0.1581  0.158
O: -1.8832 -0.0075 -1.2364  -0.491
H: 0.1322 3.8001 -0.6901  0.272
H: 3.8013 0.1357 -0.1992  0.448
H: 0.5157 3.5747 1.0791  0.284
H: 1.3679 -1.9697 -0.8197  0.480
H: -0.7578 -2.1116 -0.1068  0.314
H: -0.4275 -1.3504 1.4647  0.393
H: -2.0788 -1.7260 0.9830  0.350
H: -1.8478 0.6576 0.6392  0.461
H: 0.9173 -0.0160 -0.3938  0.308
H: -1.7253 -0.8237 -1.7333  0.349

Force components x, y, z for each atom (eV/Å):
C 0.1 0.9 0.0
C 0.1 -0.6 -0.1
C -1.0 -0.2 0.0
C 2.0 -0.9 -0.3
C -0.1 0.2 0.0
C -0.1 -0.1 0.4
N -0.7 0.3 0.2
O -0.2 -0.1 -0.5
H -0.1 -0.1 -0.3
H 0.5 0.3 0.1
H 0.1 -0.2 0.3
H -0.4 -0.3 -0.1
H 0.1 -0.1 -0.1
H 0.0 0.0 0.0
H -0.1 0.0 0.0
H 0.2 -0.1 -0.1
H -0.4 0.9 0.2
H 0.0 0.1 0.2

=====

Entry 4:
DFT (ωB97M-V/def2-TZVPD) results for a cluster of 2 separate species, C4H8O in total in a non-equilibrium geometry.

The calculation puts the maximum force at 1.42 eV Å⁻¹. For the energy relative to the best compared isomer or geometry (same formula, charge and spin), the calculation gives 46.8 kcal per mole. Its highest occupied orbital energy is -9.71 eV. The value obtained for the gap between HOMO and LUMO is 10.56 eV. The SMILES is CC=O.C=C.

Last column: Mulliken charge in e.
CARTESIAN COORDINATES (ANGSTROEM)
C: 0.9443 -0.8876 1.3423  -0.369
C: -0.1025 -0.0881 1.4318  -0.794
O: 0.3552 1.9199 -0.3799  -0.505
C: -0.4740 1.0801 -0.6441  0.183
C: -0.2379 -0.0843 -1.5696  -0.993
H: -0.9896 -0.5575 1.0630  0.351
H: 1.7937 -0.7811 1.9888  0.254
H: 0.9169 -1.7244 0.6490  0.218
H: -0.1622 0.8510 1.9696  0.322
H: -1.5320 1.2018 -0.3264  0.421
H: 0.8203 -0.3485 -1.5990  0.310
H: -0.8468 -0.9666 -1.3402  0.261
H: -0.5438 0.2851 -2.5532  0.341

Force components x, y, z for each atom (eV/Å):
C 0.1 -0.2 0.3
C 0.0 -1.0 1.0
O -0.4 -0.2 -0.3
C 0.1 0.6 -0.6
C 0.1 0.0 -0.1
H -0.8 0.6 -0.6
H 0.7 0.3 -0.3
H 0.0 -0.2 0.4
H 0.0 -0.3 0.2
H 0.1 0.1 0.0
H -0.1 0.1 0.0
H 0.1 0.3 0.1
H 0.0 -0.1 -0.1

=====

Entry 5:
DFT (ωB97M-V/def2-TZVPD) results for a structure of composition C25H21N3O5PPd.

The calculation puts the maximum force at 0.89 eV Å⁻¹. As for the charge: +1. For the energy relative to the best compared isomer or geometry (same formula, charge and spin), the calculation gives 4.3 kcal per mole. Its highest occupied orbital energy is -11.75 eV. The value obtained for the gap between HOMO and LUMO is 7.64 eV.

Last column: Mulliken charge in e.
CARTESIAN COORDINATES (ANGSTROEM)
Pd: 0.9797 1.7865 0.4792  0.123
N: -0.2459 3.2730 -0.2085  -0.379
C: -1.3495 2.9027 -1.1005  0.378
C: -2.1678 3.8838 -1.6393  -0.605
C: -3.2206 3.5050 -2.4544  -0.598
C: -3.4581 2.1585 -2.7213  -0.850
C: -2.6361 1.1902 -2.1751  -0.070
C: -1.5605 1.5662 -1.3689  -0.798
P: -0.4458 0.3691 -0.6070  2.331
C: 0.3673 -0.5423 -1.9276  0.597
C: 1.0056 -1.7462 -1.6233  -0.490
C: 1.6899 -2.4366 -2.6101  -1.045
C: 1.7575 -1.9213 -3.8984  -0.679
C: 1.1389 -0.7171 -4.2002  -0.758
C: 0.4445 -0.0250 -3.2182  -0.832
C: -1.4925 -0.7679 0.3047  0.795
C: -1.8050 -2.0333 -0.1977  -0.330
C: -2.6526 -2.8637 0.5183  -0.696
C: -3.1757 -2.4449 1.7340  -0.614
C: -2.8784 -1.1824 2.2270  -0.700
C: -2.0457 -0.3372 1.5122  -0.710
H: 0.2518 4.0633 -0.6097  0.374
H: -0.6333 3.5827 0.6875  0.442
H: -1.9936 4.9294 -1.4161  0.469
H: -3.8673 4.2628 -2.8748  0.426
H: -4.2861 1.8701 -3.3537  0.447
H: -2.8205 0.1412 -2.3733  0.487
H: 0.9541 -2.1526 -0.6193  0.819
H: 2.1647 -3.3810 -2.3774  0.485
H: 2.2915 -2.4619 -4.6683  0.431
H: 1.1892 -0.3178 -5.2040  0.446
H: -0.0402 0.9115 -3.4637  0.390
H: -1.3997 -2.3711 -1.1414  0.466
H: -2.9019 -3.8405 0.1264  0.454
H: -3.8183 -3.1069 2.2989  0.421
H: -3.2827 -0.8530 3.1742  0.467
H: -1.8294 0.6503 1.8964  0.317
C: 3.7342 -0.5916 -0.1123  -1.419
C: 2.8622 -0.6006 1.0899  0.014
N: 1.8924 0.2588 1.3721  0.191
C: 1.3583 -0.0751 2.6121  0.244
C: 2.0112 -1.1787 3.0558  0.160
N: 2.9430 -1.4836 2.0954  -0.059
C: 1.9432 -2.0579 4.2614  0.557
O: 1.0310 -1.7733 5.1515  -0.553
O: 2.7244 -2.9761 4.3289  -0.614
C: 0.2812 0.7593 3.2571  0.625
O: -0.2145 0.3195 4.3026  -0.800
O: -0.0141 1.8181 2.6380  -0.595
H: 3.4116 0.2003 -0.7859  0.228
H: 3.6825 -1.5400 -0.6428  0.334
H: 4.7731 -0.4146 0.1684  0.444
H: 3.5915 -2.2527 2.2062  0.282
H: 0.5044 -0.9502 4.8836  0.424
O: 2.7921 3.8295 2.0259  -0.141
C: 2.4648 3.1653 1.1853  0.266

Force components x, y, z for each atom (eV/Å):
Pd 0.2 -0.2 -0.6
N -0.3 0.2 0.0
C 0.1 0.1 0.0
C 0.0 0.0 0.0
C 0.0 -0.1 0.0
C 0.0 0.1 0.0
C 0.0 0.0 0.0
C -0.1 -0.1 -0.1
P 0.1 0.3 -0.1
C 0.1 -0.1 0.0
C 0.0 0.0 0.0
C 0.0 0.0 0.0
C 0.0 0.0 0.0
C 0.0 0.0 0.0
C 0.0 0.0 0.0
C 0.1 -0.1 0.1
C -0.1 0.0 0.0
C 0.0 0.0 0.0
C 0.0 0.0 0.0
C 0.0 0.0 0.0
C -0.1 0.0 -0.1
H 0.0 0.0 0.0
H -0.1 0.1 -0.1
H 0.0 0.0 0.0
H 0.0 0.0 0.0
H 0.0 0.0 0.0
H 0.0 0.0 0.0
H 0.0 0.0 0.0
H 0.0 0.0 0.0
H 0.0 0.0 0.0
H 0.0 0.0 0.0
H 0.0 0.0 0.0
H 0.0 0.0 0.0
H 0.0 0.0 0.0
H 0.0 0.0 0.0
H 0.0 0.0 0.0
H 0.0 0.0 0.0
C 0.0 0.1 0.0
C -0.1 0.0 0.0
N 0.1 -0.4 0.4
C 0.0 0.1 -0.2
C 0.1 -0.1 0.0
N 0.1 0.0 0.0
C -0.1 0.0 0.1
O 0.1 0.0 0.0
O 0.0 0.0 0.0
C 0.1 0.0 -0.2
O 0.0 0.1 0.0
O 0.0 0.1 0.3
H 0.0 0.0 0.0
H 0.0 0.0 0.0
H 0.0 0.0 0.0
H 0.0 0.0 0.0
H -0.1 0.0 0.0
O 0.4 0.1 -0.3
C -0.6 -0.1 0.6

=====

Entry 6:
DFT (ωB97M-V/def2-TZVPD) results for an isolated molecule of C20H22N2O6S in a non-equilibrium geometry.

The calculation puts the maximum force at 1.01 eV Å⁻¹. For the energy relative to the best compared isomer or geometry (same formula, charge and spin), the calculation gives 17.6 kcal per mole. Its highest occupied orbital energy is -9.07 eV. The value obtained for the gap between HOMO and LUMO is 8.52 eV. The SMILES is O=C(COC(=O)c1ccc(S(=O)(=O)Nc2ccccc2)cc1)NC[C@@H]1CCCO1.

Last column: Mulliken charge in e.
CARTESIAN COORDINATES (ANGSTROEM)
O: 5.0901 -0.9078 -0.0201  -0.637
C: 4.4530 0.0398 0.3759  0.780
N: 3.7243 0.0655 1.5069  -0.033
H: 3.1779 0.8949 1.7074  0.306
C: 3.4108 -1.1292 2.2524  -1.172
H: 4.2083 -1.8556 2.0857  0.319
H: 3.3590 -0.8863 3.3162  0.333
C: 2.0728 -1.7435 1.7907  0.414
H: 2.1825 -2.0472 0.7418  0.295
C: 0.8815 -0.7795 1.9788  -0.308
H: 1.1678 0.0551 2.6203  0.332
H: 0.5241 -0.3788 1.0316  -0.015
C: -0.1673 -1.6462 2.6766  -0.082
H: -0.7787 -2.1647 1.9387  -0.129
C: 0.7159 -2.6468 3.4187  -0.663
H: 1.0903 -2.2130 4.3578  0.264
O: 1.7858 -2.9146 2.5361  -0.502
H: 0.2249 -3.5956 3.6368  0.386
H: -0.8132 -1.0789 3.3419  0.378
C: 4.3997 1.3752 -0.3968  -0.714
H: 5.1519 1.3655 -1.1858  0.320
H: 4.5528 2.2197 0.2824  0.381
O: 3.1424 1.5027 -1.0610  -0.334
C: 2.1059 1.9635 -0.3667  0.661
O: 2.1704 2.3120 0.7931  -0.720
C: 0.8482 1.9788 -1.1547  0.246
C: -0.3067 2.4541 -0.5349  -0.528
C: -1.5109 2.4388 -1.2143  -0.175
C: -1.5453 1.9450 -2.5041  0.081
C: -0.4068 1.4813 -3.1367  -0.903
C: 0.8010 1.5014 -2.4638  -0.569
H: 1.7030 1.1450 -2.9351  0.511
H: -0.4830 1.1248 -4.1520  0.469
S: -3.1171 1.7672 -3.3494  1.165
O: -2.9233 1.8569 -4.7629  -0.684
O: -4.0944 2.5936 -2.7173  -0.643
N: -3.4595 0.1508 -3.0614  -0.285
C: -3.4298 -0.4000 -1.7799  0.543
C: -3.9768 0.3029 -0.7105  -0.186
C: -3.9544 -0.2466 0.5577  -0.682
C: -3.3994 -1.4972 0.7744  -0.544
C: -2.8619 -2.2001 -0.2904  -0.672
C: -2.8689 -1.6552 -1.5615  -0.664
H: -2.4510 -2.2054 -2.3926  0.345
H: -2.4330 -3.1792 -0.1349  0.422
H: -3.3962 -1.9251 1.7653  0.479
H: -4.3839 0.3025 1.3820  0.412
H: -4.4288 1.2633 -0.8952  0.691
H: -3.0968 -0.4384 -3.7950  0.302
H: -2.4192 2.8093 -0.7686  0.523
H: -0.2385 2.8251 0.4763  0.490

Force components x, y, z for each atom (eV/Å):
O 0.2 -0.3 -0.2
C -0.1 0.7 -0.2
N -0.4 0.0 0.4
H 0.2 -0.1 -0.2
C -0.1 -0.6 -0.1
H -0.1 0.1 0.1
H 0.0 -0.1 0.0
C 0.3 0.4 -0.2
H 0.0 0.1 0.1
C 0.0 -0.2 0.0
H 0.0 0.1 0.0
H 0.0 0.1 0.0
C 0.2 -0.2 0.0
H 0.0 0.0 0.0
C -0.3 0.1 0.2
H -0.1 0.0 0.0
O 0.2 -0.1 0.0
H 0.0 0.1 0.1
H -0.1 0.0 0.0
C 0.5 -0.1 0.3
H -0.1 0.0 0.2
H 0.0 -0.1 -0.1
O -0.2 -0.1 -0.3
C 0.0 0.2 0.4
O 0.0 0.1 -0.2
C -0.3 0.0 -0.1
C 0.3 -0.1 -0.1
C -0.1 0.1 0.0
C -0.5 0.1 -0.2
C 0.1 0.0 -0.2
C 0.0 0.0 0.2
H 0.0 0.0 -0.1
H 0.1 -0.1 -0.1
S 0.3 -0.5 -0.1
O 0.2 -0.2 0.0
O 0.1 -0.1 0.3
N -0.1 0.7 -0.7
C -0.1 -0.1 0.8
C 0.0 -0.1 0.0
C 0.1 0.0 0.0
C 0.0 0.0 0.1
C 0.0 0.0 0.0
C 0.0 0.1 -0.2
H 0.1 -0.1 -0.1
H 0.0 -0.1 0.0
H 0.0 0.0 0.1
H 0.0 0.1 0.1
H -0.1 0.1 0.1
H 0.1 0.1 -0.2
H -0.1 0.1 0.1
H 0.0 0.0 0.1

=====

Entry 7:
DFT (ωB97M-V/def2-TZVPD) results for an isolated molecule of CHFOS2 in a non-equilibrium geometry.

The calculation puts the maximum force at 2.63 eV Å⁻¹. For the energy relative to the best compared isomer or geometry (same formula, charge and spin), the calculation gives 25.2 kcal per mole. Its highest occupied orbital energy is -9.75 eV. The value obtained for the gap between HOMO and LUMO is 9.18 eV. The SMILES is FC(=S)OS.

Last column: Mulliken charge in e.
CARTESIAN COORDINATES (ANGSTROEM)
C: -2.3630 -0.1693 -0.6037  0.527
O: -1.3234 -0.4580 -1.3785  -0.278
F: -2.0983 -0.6370 0.7285  -0.210
S: -3.7743 0.5494 -0.9947  -0.223
S: 0.2448 -0.6594 -0.6970  0.030
H: -0.1079 -1.6723 -0.0181  0.153

Force components x, y, z for each atom (eV/Å):
C -0.2 -0.3 1.8
O -0.4 0.4 0.4
F -0.7 0.9 -2.4
S 1.6 -0.8 0.3
S 0.0 1.7 -1.4
H -0.3 -1.9 1.3